Entry 1:
The following is a DFT calculation (the ωB97M-V functional and the def2-TZVPD basis) of a 2-piece molecular cluster, C32H32NO overall at a distorted geometry.

```
! wB97M-V def2-TZVPD RIJCOSX def2/J DEFGRID3
* xyz 1 1
C -0.226 -3.101 4.480
C -0.439 -3.772 3.270
C 0.146 -3.309 2.100
C 0.974 -2.158 2.113
C 1.607 -1.707 0.881
C 2.693 -0.848 0.837
N 3.534 -0.697 -0.197
C 4.695 0.196 -0.162
C 5.360 0.078 -1.542
C 4.620 -1.037 -2.297
C 3.532 -1.584 -1.351
C 1.204 -1.508 3.348
C 0.597 -1.970 4.512
H -0.693 -3.458 5.396
H -1.049 -4.671 3.252
H 0.007 -3.860 1.168
H 1.291 -2.210 -0.044
H 2.894 -0.214 1.708
H 4.381 1.228 0.051
H 5.390 -0.099 0.643
H 5.255 1.025 -2.069
H 6.426 -0.129 -1.446
H 4.147 -0.625 -3.187
H 5.301 -1.825 -2.618
H 3.760 -2.623 -1.067
H 2.555 -1.604 -1.844
H 1.901 -0.671 3.379
H 0.793 -1.464 5.453
C -4.792 -4.150 1.010
C -3.850 -3.013 0.776
C -3.345 -2.323 1.889
C -2.455 -1.283 1.722
C -2.009 -0.904 0.422
C -1.066 0.148 0.333
C -0.823 1.013 -0.766
C -1.524 1.006 -2.012
C -1.144 1.831 -3.064
C -0.149 2.787 -2.850
O 0.262 3.671 -3.843
C -0.655 4.604 -4.372
C -0.518 5.945 -4.008
C -1.527 6.849 -4.344
C -2.622 6.435 -5.112
C -2.698 5.105 -5.538
C -1.705 4.185 -5.184
C 0.507 2.887 -1.610
C 0.147 2.044 -0.580
C -2.492 -1.645 -0.696
C -3.414 -2.666 -0.511
H -5.259 -4.463 0.074
H -4.250 -5.005 1.433
H -5.571 -3.861 1.724
H -3.663 -2.613 2.892
H -2.084 -0.723 2.580
H -0.555 0.416 1.260
H -2.424 0.414 -2.126
H -1.645 1.758 -4.029
H 0.345 6.250 -3.410
H -1.462 7.875 -3.987
H -3.410 7.145 -5.369
H -3.543 4.771 -6.136
H -1.758 3.145 -5.513
H 1.260 3.654 -1.464
H 0.546 2.200 0.419
H -2.126 -1.422 -1.694
H -3.802 -3.214 -1.373
*
```

Values from the calculation:
* lowest unoccupied orbital energy: -5.12 eV
* DFT total energy: -1368.29684 Ha
* ΔE to the lowest compared entry with this formula, charge and spin: 53.42 kJ/mol
* HOMO energy: -9.43 eV

---

Entry 2:
The following is a DFT calculation (the ωB97M-V functional and the def2-TZVPD basis) of C32H33As2BF4N2O2PtS5 as an isolated structure.

```
! wB97M-V def2-TZVPD RIJCOSX def2/J DEFGRID3
* xyz 2 5
Pt -0.060 0.409 0.046
C 0.613 3.511 -1.436
C 0.655 3.823 0.050
As -0.464 2.564 1.024
C -0.172 3.040 2.850
C 0.025 2.046 3.799
C 0.230 2.402 5.124
C 0.233 3.740 5.493
C 0.051 4.728 4.536
C -0.146 4.383 3.208
C -2.204 3.076 0.393
C -2.860 2.201 -0.467
C -4.103 2.526 -0.985
C -4.697 3.730 -0.628
C -4.050 4.600 0.238
C -2.800 4.277 0.752
As 1.197 1.675 -1.799
C 2.863 1.632 -0.838
C 3.854 2.587 -1.045
C 4.988 2.588 -0.241
C 5.128 1.644 0.772
C 4.140 0.691 0.982
C 3.018 0.681 0.167
C 1.628 1.829 -3.674
C 2.894 1.519 -4.159
C 3.173 1.714 -5.506
C 2.190 2.200 -6.359
C 0.921 2.489 -5.872
C 0.634 2.301 -4.528
H 1.252 4.175 -2.012
H -0.400 3.616 -1.820
H 0.255 4.814 0.243
H 1.664 3.781 0.452
H -0.011 1.005 3.512
H 0.380 1.634 5.874
H 0.376 4.017 6.531
H 0.066 5.771 4.822
H -0.259 5.164 2.468
H -2.416 1.241 -0.721
H -4.615 1.840 -1.651
H -5.673 3.987 -1.022
H -4.520 5.533 0.524
H -2.314 4.960 1.434
H 3.741 3.337 -1.818
H 5.761 3.331 -0.401
H 6.013 1.650 1.398
H 4.255 -0.051 1.764
H 2.282 -0.117 0.294
H 3.666 1.151 -3.495
H 4.162 1.490 -5.887
H 2.414 2.354 -7.407
H 0.154 2.860 -6.540
H -0.358 2.524 -4.154
C -1.006 -4.006 -0.825
O -0.078 -3.588 -1.843
C 0.470 -2.397 -1.707
O 0.202 -1.638 -0.770
N 1.326 -2.171 -2.713
N 2.003 -0.967 -2.833
H -1.566 -4.825 -1.261
H -1.666 -3.187 -0.549
H -0.448 -4.344 0.042
H 1.444 -2.903 -3.394
H 1.841 -0.586 -3.754
H 2.994 -1.119 -2.710
F -1.653 -0.942 1.325
B -2.229 -0.429 2.591
F -2.358 0.954 2.462
F -3.453 -1.059 2.801
F -1.313 -0.734 3.631
C 1.149 -1.961 5.767
S -0.379 -2.719 6.328
C -1.237 -3.214 4.934
C -0.869 -3.414 3.602
S 0.582 -3.238 2.818
S -2.220 -3.866 2.570
C -3.428 -3.884 3.748
S -5.021 -4.229 3.368
S -2.918 -3.447 5.303
H 1.539 -1.498 6.674
H 0.929 -1.208 5.014
H 1.848 -2.699 5.395
*
```

Values from the calculation:
* lowest unoccupied orbital energy (spin up / spin down): -5.88 / -8.44 eV
* <S²>: 6.046
* DFT total energy: -8504.86524 Ha
* ΔE to the lowest compared entry with this formula, charge and spin: 39.56 kJ/mol
* HOMO energy (spin up / spin down): -12.51 / -13.74 eV

---

Entry 3:
The following is a DFT calculation (the ωB97M-V functional and the def2-TZVPD basis) of C32H33As2N4O2Ru as an isolated structure.

```
! wB97M-V def2-TZVPD RIJCOSX def2/J DEFGRID3
* xyz 2 6
Ru -0.265 -0.037 -0.710
O -3.159 4.679 3.602
C -2.741 3.575 3.970
O -2.504 3.046 5.066
C -2.310 2.684 2.800
C -2.120 3.216 1.524
C -1.620 2.412 0.530
N -1.349 1.121 0.758
C -1.598 0.566 1.956
C -2.063 1.328 2.999
C -1.304 -0.899 2.047
C -1.672 -1.653 3.145
C -1.358 -3.005 3.167
C -0.684 -3.567 2.094
C -0.355 -2.755 1.028
N -0.658 -1.450 1.004
C -1.376 2.844 -0.884
C -1.686 4.117 -1.323
C -1.521 4.425 -2.665
C -1.055 3.451 -3.534
C -0.743 2.211 -3.018
N -0.886 1.910 -1.719
H -2.386 4.259 1.394
H -2.220 0.949 4.003
H -2.202 -1.194 3.967
H -1.638 -3.612 4.018
H -0.418 -4.614 2.078
H 0.181 -3.143 0.170
H -2.066 4.854 -0.630
H -1.763 5.416 -3.028
H -0.935 3.645 -4.591
H -0.355 1.426 -3.657
C 1.732 -0.272 2.864
As 1.970 0.491 1.107
C 2.857 2.173 1.487
C 3.388 -0.617 0.380
C 4.455 -1.004 1.186
C 5.458 -1.817 0.676
C 5.400 -2.255 -0.640
C 4.349 -1.863 -1.459
C 3.354 -1.037 -0.951
As 1.980 -0.301 -2.082
C 2.217 -1.151 -3.797
C 2.713 1.469 -2.424
H 2.659 -0.147 3.420
H 1.490 -1.329 2.781
H 0.936 0.258 3.384
H 3.930 1.999 1.463
H 2.547 2.505 2.476
H 2.591 2.936 0.759
H 4.514 -0.684 2.219
H 6.283 -2.112 1.309
H 6.178 -2.895 -1.034
H 4.326 -2.204 -2.486
H 3.199 -0.880 -4.180
H 1.457 -0.795 -4.490
H 2.144 -2.233 -3.706
H 3.789 1.373 -2.558
H 2.507 2.125 -1.580
H 2.266 1.897 -3.320
N -1.153 -1.636 -2.320
C -2.377 -1.947 -1.610
C -3.203 -0.897 -1.234
C -4.338 -1.153 -0.474
C -4.645 -2.454 -0.104
C -3.818 -3.499 -0.502
C -2.680 -3.250 -1.257
H -0.663 -2.466 -2.634
H -1.354 -1.073 -3.142
H -2.997 0.117 -1.567
H -4.989 -0.337 -0.188
H -5.538 -2.658 0.470
H -4.066 -4.517 -0.235
H -2.039 -4.068 -1.567
*
```

Values from the calculation:
* lowest unoccupied orbital energy (spin up / spin down): -6.31 / -8.34 eV
* <S²>: 8.763
* DFT total energy: -6174.53737 Ha
* HOMO energy (spin up / spin down): -12.31 / -12.29 eV

---

Entry 4:
The following is a DFT calculation (the ωB97M-V functional and the def2-TZVPD basis) of C32H33As3F16MnNO2 as an isolated structure.

```
! wB97M-V def2-TZVPD RIJCOSX def2/J DEFGRID3
* xyz 1 4
Mn -0.690 0.524 -0.775
C -0.259 1.331 4.019
As -0.324 0.336 2.336
C -1.964 -0.650 2.757
C 0.975 -1.097 2.707
C 2.427 -0.730 2.379
C 2.755 0.681 2.885
C 2.707 -0.816 0.876
As 1.828 0.312 -0.483
C 2.459 2.118 -0.171
C 3.052 -0.182 -1.924
C 3.439 -1.636 3.137
As 3.777 -3.601 3.161
C 3.933 -4.169 1.288
C 2.018 -4.367 3.600
H -0.245 0.614 4.839
H -1.155 1.945 4.090
H 0.609 1.980 4.081
H -1.791 -1.300 3.614
H -2.291 -1.249 1.911
H -2.743 0.065 3.023
H 0.658 -1.966 2.129
H 0.882 -1.350 3.765
H 2.140 1.447 2.415
H 3.798 0.924 2.687
H 2.600 0.743 3.961
H 2.587 -1.835 0.510
H 3.754 -0.530 0.706
H 3.527 2.093 0.057
H 1.911 2.590 0.639
H 2.296 2.691 -1.085
H 4.017 -0.386 -1.453
H 3.183 0.645 -2.618
H 2.716 -1.066 -2.457
H 3.274 -1.439 4.205
H 4.443 -1.242 2.938
H 4.881 -3.807 0.891
H 3.128 -3.879 0.632
H 3.976 -5.258 1.309
H 1.963 -4.485 4.682
H 1.965 -5.357 3.150
H 1.168 -3.783 3.261
F 0.975 0.673 -5.875
C -0.052 0.662 -5.017
C 0.232 0.632 -3.657
C -0.823 0.612 -2.776
C -2.157 0.677 -3.216
C -2.367 0.697 -4.593
F -3.622 0.745 -5.069
C -1.337 0.682 -5.513
C -3.198 0.811 -2.198
C -4.572 0.924 -2.387
C -5.385 1.094 -1.282
C -4.828 1.167 -0.013
C -3.459 1.044 0.106
N -2.683 0.854 -0.960
H 1.260 0.635 -3.356
H -1.538 0.701 -6.572
H -4.991 0.877 -3.378
H -6.454 1.177 -1.413
H -5.434 1.320 0.866
H -2.957 1.106 1.063
F -0.349 7.673 -0.841
C -0.393 6.348 -0.735
C -0.156 5.547 -1.847
F 0.119 6.102 -3.026
C -0.202 4.167 -1.731
F 0.048 3.411 -2.818
C -0.482 3.549 -0.515
O -0.530 2.242 -0.337
C -0.714 4.370 0.590
F -0.991 3.800 1.785
C -0.671 5.750 0.489
F -0.898 6.502 1.565
F -0.883 -2.226 -3.327
C -0.431 -2.850 -2.244
F -0.412 -4.153 -2.502
F 0.827 -2.436 -2.054
C -1.266 -2.531 -0.968
O -0.993 -1.297 -0.474
C -2.796 -2.696 -1.240
F -3.182 -2.021 -2.319
F -3.157 -3.960 -1.415
F -3.479 -2.202 -0.205
C -0.860 -3.544 0.157
F 0.461 -3.495 0.336
F -1.417 -3.194 1.311
F -1.187 -4.804 -0.070
*
```

Values from the calculation:
* lowest unoccupied orbital energy (spin up / spin down): -5.04 / -3.95 eV
* <S²>: 3.984
* DFT total energy: -10900.35372 Ha
* ΔE to the lowest compared entry with this formula, charge and spin: 0.00 kJ/mol
* HOMO energy (spin up / spin down): -10.65 / -10.65 eV

---

Entry 5:
The following is a DFT calculation (the ωB97M-V functional and the def2-TZVPD basis) of C32H33CaF6N4O6P2S6 as an isolated structure at a distorted geometry.

```
! wB97M-V def2-TZVPD RIJCOSX def2/J DEFGRID3
* xyz -2 2
Ca 1.936 1.078 -2.011
C 5.175 2.075 1.732
S 5.742 0.566 0.892
C 4.445 0.503 -0.370
S 4.345 1.866 -1.420
N 3.765 -0.580 -0.284
N 2.570 -0.795 -0.968
C 2.289 -2.106 -0.897
C 1.126 -2.853 -0.923
C 1.252 -4.269 -1.018
C 0.220 -5.057 -1.414
C -0.983 -4.405 -1.866
C -1.166 -3.100 -1.641
N -0.234 -2.343 -0.850
H 5.874 2.285 2.541
H 4.173 1.907 2.125
H 5.161 2.893 1.016
H 3.171 -2.721 -0.706
H 2.235 -4.698 -0.847
H 0.324 -6.130 -1.503
H -1.716 -4.958 -2.440
H -2.037 -2.566 -2.004
C -0.232 4.202 4.379
C 0.592 3.206 3.581
O 1.468 3.907 2.699
P 1.279 3.844 1.096
S 2.604 5.042 0.311
S 1.011 1.903 0.624
O -0.211 4.532 1.033
C -0.768 4.777 -0.253
C -2.030 5.596 -0.071
H -0.943 3.675 5.019
H -0.774 4.853 3.692
H 0.419 4.822 4.999
H -0.050 2.528 3.013
H 1.220 2.601 4.239
H -0.985 3.826 -0.743
H -0.039 5.319 -0.864
H -2.714 5.072 0.599
H -2.518 5.748 -1.036
H -1.786 6.566 0.366
F -1.049 1.771 -5.602
C -0.256 2.831 -5.410
F -1.040 3.882 -5.137
F 0.390 3.087 -6.544
S 0.944 2.519 -3.992
O 0.331 3.114 -2.850
O 2.187 3.030 -4.471
N 0.919 0.943 -3.898
S 2.108 0.311 -4.756
O 3.376 0.392 -4.106
O 1.997 0.620 -6.148
C 1.644 -1.504 -4.648
F 1.291 -1.952 -5.858
F 2.687 -2.211 -4.235
F 0.624 -1.695 -3.821
C -3.583 -5.671 1.365
C -2.244 -5.642 1.753
C -1.499 -4.488 1.629
C -2.092 -3.294 1.152
C -3.424 -3.359 0.690
C -4.158 -4.519 0.815
P -0.987 -1.963 0.648
C -2.121 -0.652 0.235
C -2.942 -0.161 1.266
C -3.904 0.790 0.994
C -4.077 1.265 -0.302
C -3.237 0.812 -1.317
C -2.242 -0.109 -1.050
C 0.118 -1.795 2.074
C 1.441 -1.331 2.060
C 2.090 -1.031 3.243
C 1.441 -1.148 4.466
C 0.120 -1.582 4.491
C -0.538 -1.888 3.316
H -4.162 -6.582 1.456
H -1.782 -6.540 2.148
H -0.453 -4.470 1.912
H -3.874 -2.476 0.254
H -5.187 -4.543 0.474
H -2.809 -0.546 2.269
H -4.527 1.175 1.794
H -4.843 1.999 -0.523
H -3.376 1.170 -2.329
H -1.595 -0.459 -1.844
H 1.974 -1.213 1.134
H 3.118 -0.692 3.204
H 1.950 -0.890 5.386
H -0.402 -1.670 5.437
H -1.559 -2.251 3.350
*
```

Values from the calculation:
* lowest unoccupied orbital energy (spin up / spin down): 4.07 / 4.05 eV
* <S²>: 0.766
* DFT total energy: -6258.41277 Ha
* ΔE to the lowest compared entry with this formula, charge and spin: 603.43 kJ/mol
* HOMO energy (spin up / spin down): 0.30 / -1.38 eV

---

Entry 6:
The following is a DFT calculation (the ωB97M-V functional and the def2-TZVPD basis) of a 7-piece molecular cluster, C32H33F11O21 overall.

```
! wB97M-V def2-TZVPD RIJCOSX def2/J DEFGRID3
* xyz 0 1
O -1.433 -2.189 0.805
C -0.682 -1.738 -0.013
O 0.497 -1.198 0.322
C 0.997 -0.089 -0.437
C 0.425 1.238 0.076
C 1.490 2.355 0.052
C 1.167 3.566 -0.792
F 0.262 4.373 -0.184
F 2.310 4.302 -0.950
C 0.637 3.265 -2.232
F 1.013 2.037 -2.628
F -0.703 3.318 -2.267
F 1.107 4.144 -3.118
O -0.890 -1.846 -1.360
C -1.803 -0.870 -1.921
C -3.253 -1.094 -1.501
C -3.970 0.126 -0.960
C -3.635 1.426 -1.329
C -4.314 2.517 -0.805
C -5.353 2.324 0.093
C -5.716 1.032 0.448
C -5.026 -0.050 -0.069
H 0.816 -0.229 -1.501
H 2.078 -0.095 -0.311
H -0.442 1.533 -0.517
H 0.087 1.080 1.098
H 2.467 1.995 -0.264
H 1.612 2.748 1.063
H -1.685 -0.987 -2.997
H -1.453 0.131 -1.671
H -3.291 -1.877 -0.745
H -3.830 -1.463 -2.355
H -2.845 1.602 -2.050
H -4.018 3.514 -1.105
H -5.864 3.184 0.504
H -6.534 0.862 1.136
H -5.310 -1.054 0.222
C 6.291 3.361 -1.121
C 6.530 2.542 0.133
O 5.438 1.638 0.113
C 5.050 1.476 -1.180
O 4.296 0.638 -1.552
O 5.622 2.408 -1.963
F 6.476 3.272 1.270
H 5.625 4.198 -0.934
H 7.203 3.713 -1.593
H 7.461 1.972 0.131
C -0.221 -5.080 -1.816
C -1.133 -5.583 -2.913
O -0.875 -6.977 -2.907
C -0.457 -7.319 -1.660
O -0.381 -8.434 -1.260
O -0.156 -6.218 -0.946
F -0.821 -5.075 -4.127
H 0.774 -4.862 -2.204
H -0.613 -4.214 -1.293
H -2.197 -5.420 -2.729
C 4.995 8.144 0.400
C 6.218 7.308 0.697
O 7.244 8.011 0.022
C 6.874 9.324 -0.047
O 7.596 10.213 -0.333
O 5.564 9.452 0.272
F 6.131 6.052 0.184
H 4.542 7.849 -0.548
H 4.251 8.118 1.190
H 6.464 7.226 1.755
C 5.709 3.925 5.615
C 6.679 5.088 5.567
O 6.505 5.568 4.244
C 5.249 5.237 3.838
O 4.717 5.682 2.878
O 4.704 4.339 4.683
F 7.962 4.701 5.738
H 6.184 3.011 5.255
H 5.273 3.755 6.594
H 6.459 5.894 6.269
C -2.599 -10.442 -0.029
C -2.302 -11.413 1.092
O -3.348 -12.358 0.968
C -3.762 -12.360 -0.332
O -4.456 -13.187 -0.816
O -3.255 -11.289 -0.982
F -2.368 -10.834 2.316
H -3.294 -9.671 0.307
H -1.717 -9.981 -0.464
H -1.344 -11.929 1.002
C -9.638 -2.412 -0.612
C -8.145 -2.279 -0.397
O -8.057 -1.115 0.402
C -9.226 -0.994 1.098
O -9.384 -0.273 2.020
O -10.162 -1.822 0.580
F -7.472 -2.083 -1.557
H -9.954 -1.830 -1.479
H -9.979 -3.438 -0.710
H -7.686 -3.114 0.136
*
```

Values from the calculation:
* SMILES string: O=C(OCCCC(F)(F)C(F)(F)F)OCCc1ccccc1.O=C1OC[C@@H](F)O1.O=C1OC[C@@H](F)O1.O=C1OC[C@@H](F)O1.O=C1OC[C@@H](F)O1.O=C1OC[C@@H](F)O1.O=C1OC[C@@H](F)O1
* lowest unoccupied orbital energy: 0.21 eV
* DFT total energy: -3917.85844 Ha
* HOMO energy: -9.27 eV

---

> The highest DFT total energy belongs to which entry?

C32H32NO

---

> The highest DFT total energy belongs to which entry?

C32H32NO

---

> What is the DFT total energy in the first record?

-1368.29684 Ha

---

> DFT total energy of number 2 (C32H33As2BF4N2O2PtS5)?

-8504.86524 Ha